{"formula": "C8H32BF4O8", "method": "the ωB97M-V functional and the def2-TZVPD basis", "elements": ["B", "F", "F", "F", "F", "C", "O", "H", "H", "H", "H", "C", "O", "H", "H", "H", "H", "C", "O", "H", "H", "H", "H", "C", "O", "H", "H", "H", "H", "C", "O", "H", "H", "H", "H", "C", "O", "H", "H", "H", "H", "C", "O", "H", "H", "H", "H", "C", "O", "H", "H", "H", "H"], "positions_angstrom": [[1.18254, 8.93092, -0.32953], [1.17300, 10.33231, -0.33182], [0.92247, 8.46818, -1.65336], [2.44064, 8.41477, 0.02772], [0.19480, 8.43376, 0.51815], [2.42893, 9.90813, 2.97901], [1.73613, 10.98666, 2.40188], [3.30358, 9.60995, 2.38607], [2.81422, 10.19667, 3.95656], [1.79564, 9.01660, 3.05357], [1.68506, 10.86079, 1.44739], [1.74315, 4.63260, -0.69407], [1.44040, 5.62686, -1.66812], [1.56273, 3.64908, -1.12270], [2.81875, 4.62895, -0.46134], [1.22736, 4.83829, 0.24338], [1.31570, 6.44466, -1.17353], [-0.81823, 8.33233, -4.39443], [-0.34315, 9.58542, -3.89609], [-0.07086, 7.54966, -4.22298], [-1.74773, 8.06199, -3.88997], [-0.91377, 8.40378, -5.47650], [0.02403, 9.37341, -3.02968], [3.06379, 11.61188, -2.96582], [3.65292, 10.61187, -2.15115], [3.59417, 11.68764, -3.91352], [2.01208, 11.39023, -3.16966], [3.07519, 12.58511, -2.45971], [2.93002, 10.18934, -1.67706], [3.20131, 7.59291, -4.22494], [2.44640, 6.39671, -4.21104], [2.94894, 8.20584, -5.09205], [3.00228, 8.20028, -3.33941], [4.28066, 7.40049, -4.26130], [2.31098, 6.15228, -3.28444], [4.52136, 6.58827, 2.33071], [4.51429, 6.75492, 0.93534], [5.46015, 6.09594, 2.59473], [4.46857, 7.53883, 2.86723], [3.72938, 5.90828, 2.66969], [3.72640, 7.23653, 0.65604], [-1.87946, 5.69060, -0.05686], [-1.71192, 4.48517, 0.69913], [-1.54635, 6.58810, 0.46641], [-1.28399, 5.62905, -0.97334], [-2.94180, 5.75096, -0.27354], [-0.92834, 4.57192, 1.24656], [-2.14483, 10.25403, -0.85346], [-2.62112, 8.91802, -0.88310], [-1.86410, 10.54530, 0.16578], [-1.23670, 10.37804, -1.44583], [-2.92099, 10.92167, -1.21724], [-1.88178, 8.35288, -0.63824]], "atomic_forces_ev_per_a": [[-0.388, -0.342, -0.353], [0.300, -0.080, 0.030], [-0.049, 0.101, 0.151], [0.027, 0.217, 0.171], [-0.032, -0.054, 0.088], [0.382, -0.448, -0.435], [0.058, 0.365, 0.221], [-0.065, 0.113, -0.049], [-0.273, 0.069, 0.107], [-0.029, 0.049, 0.215], [-0.099, -0.088, -0.019], [1.141, 0.137, -0.236], [-0.097, -0.230, 0.484], [-0.573, 0.031, 0.167], [-0.090, 0.221, 0.027], [-0.302, -0.370, -0.056], [-0.015, 0.294, -0.395], [0.682, 0.074, 0.250], [-0.110, -0.229, -0.190], [-0.095, -0.033, 0.100], [-0.167, -0.092, -0.274], [-0.373, 0.152, 0.018], [0.127, 0.145, 0.010], [-0.450, 0.143, 0.301], [-0.030, 0.022, -0.242], [0.111, -0.050, 0.014], [0.075, -0.085, -0.161], [0.167, 0.006, -0.077], [0.173, -0.002, 0.160], [0.178, 0.253, 0.249], [0.099, 0.092, -0.168], [-0.163, -0.184, -0.086], [0.027, 0.024, -0.016], [-0.026, -0.073, 0.009], [-0.188, -0.139, -0.056], [0.094, -0.342, 0.009], [0.150, -0.150, -0.159], [0.047, 0.138, -0.041], [-0.104, -0.012, 0.064], [-0.143, 0.213, 0.051], [-0.004, 0.122, 0.075], [0.314, -0.377, -0.151], [0.002, 0.181, 0.230], [-0.140, -0.101, 0.295], [-0.235, 0.035, -0.128], [0.024, 0.213, -0.181], [0.037, 0.005, -0.047], [0.555, 0.012, 0.469], [-0.153, 0.002, -0.165], [-0.191, 0.051, 0.005], [-0.175, 0.047, -0.241], [-0.086, -0.099, -0.091], [0.077, 0.053, 0.043]], "nbo_charge": [1.33, -0.56, -0.58, -0.58, -0.56, -0.24, -0.74, 0.16, 0.16, 0.16, 0.49, -0.25, -0.75, 0.18, 0.17, 0.16, 0.49, -0.26, -0.75, 0.19, 0.16, 0.16, 0.49, -0.25, -0.73, 0.16, 0.18, 0.15, 0.48, -0.25, -0.76, 0.16, 0.18, 0.15, 0.50, -0.24, -0.74, 0.17, 0.16, 0.15, 0.50, -0.26, -0.73, 0.18, 0.18, 0.18, 0.46, -0.24, -0.74, 0.16, 0.17, 0.17, 0.47], "e_tot_ha": -1350.4644, "relative_energy_kcal_mol": 0.00, "e_homo_ev": -7.03, "total_charge": -1, "e_lumo_ev": 2.77}

=====

{"formula": "C34H57F4N3O17S5", "method": "the ωB97M-V functional and the def2-TZVPD basis", "elements": ["C", "S", "O", "C", "H", "H", "H", "H", "H", "H", "C", "S", "O", "C", "H", "H", "H", "H", "H", "H", "C", "S", "O", "C", "H", "H", "H", "H", "H", "H", "C", "S", "O", "C", "H", "H", "H", "H", "H", "H", "C", "S", "O", "C", "H", "H", "H", "H", "H", "H", "C", "C", "O", "C", "O", "O", "F", "H", "H", "H", "C", "C", "O", "C", "O", "O", "F", "H", "H", "H", "C", "C", "O", "C", "O", "O", "F", "H", "H", "H", "C", "C", "O", "C", "O", "O", "F", "H", "H", "H", "N", "C", "C", "C", "C", "H", "H", "H", "H", "H", "N", "C", "C", "C", "C", "H", "H", "H", "H", "H", "N", "C", "C", "C", "C", "H", "H", "H", "H", "H"], "positions_angstrom": [[16.05786, 17.57307, 13.61474], [15.49904, 18.58905, 14.93235], [16.58716, 19.53588, 15.23409], [14.30923, 19.46862, 13.91416], [16.89512, 16.98695, 13.97367], [16.32986, 18.28313, 12.84519], [15.24676, 16.90268, 13.32979], [13.95028, 20.23587, 14.61849], [13.54954, 18.77703, 13.55609], [14.77749, 19.98145, 13.05623], [13.21575, 14.99024, 12.03119], [13.29811, 13.23627, 11.61029], [13.49141, 13.15205, 10.11372], [14.91287, 12.92437, 12.30145], [13.11214, 15.14680, 13.11547], [12.38527, 15.39241, 11.48111], [14.13557, 15.52929, 11.77793], [15.63298, 13.61822, 11.85273], [15.08506, 11.88234, 12.10857], [14.78284, 13.13791, 13.36645], [13.30563, 8.18559, 12.24631], [13.54514, 9.43404, 10.96096], [14.92473, 9.92805, 11.11007], [13.51380, 8.32009, 9.57307], [13.38073, 8.71629, 13.22372], [14.12140, 7.46460, 12.13288], [12.31661, 7.72935, 12.10271], [12.55392, 7.79779, 9.61062], [14.38587, 7.67535, 9.66761], [13.64277, 8.85539, 8.64365], [20.50476, 14.61605, 12.65956], [18.88864, 13.89260, 12.67254], [19.08044, 12.69408, 13.55004], [19.08666, 13.17523, 11.05556], [20.69225, 15.42384, 11.93526], [21.17321, 13.79125, 12.48739], [20.58406, 15.10300, 13.64718], [19.92733, 12.47521, 11.11977], [19.29749, 13.93754, 10.30036], [18.23086, 12.55408, 10.82819], [10.75060, 13.30640, 14.66521], [9.23232, 14.11172, 14.32599], [9.44827, 15.56417, 14.62339], [9.16080, 13.96343, 12.57978], [10.72868, 12.33711, 14.13715], [10.96551, 13.22948, 15.73901], [11.54500, 13.89958, 14.18726], [10.17673, 14.01152, 12.14565], [8.38508, 14.63280, 12.20938], [8.87024, 12.94026, 12.27634], [8.27468, 15.77998, 8.91773], [9.23749, 16.84502, 9.44920], [10.02559, 17.28707, 8.36475], [9.76784, 16.44990, 7.26848], [10.34282, 16.45412, 6.26612], [8.80439, 15.56164, 7.62031], [10.12772, 16.28992, 10.34117], [7.22968, 16.18601, 8.80606], [8.38216, 14.91686, 9.58662], [8.87138, 17.72989, 9.91855], [15.58373, 14.53399, 8.89774], [15.87936, 15.62177, 7.86589], [16.81290, 16.53387, 8.45938], [16.99748, 16.20899, 9.78040], [17.63995, 16.84406, 10.52692], [16.22056, 15.14627, 10.07451], [14.69183, 16.40545, 7.76282], [16.07586, 13.57950, 8.76613], [14.48934, 14.50138, 9.01764], [16.25310, 15.38437, 6.90340], [15.91218, 11.87220, 16.53759], [15.62451, 10.78838, 17.51491], [14.58443, 10.10133, 16.83598], [14.04970, 10.84289, 15.83232], [13.09341, 10.49261, 15.23139], [14.67251, 11.99495, 15.75531], [15.06614, 11.15035, 18.71310], [16.65438, 11.47396, 15.84923], [16.19630, 12.83349, 16.91104], [16.39890, 10.10249, 17.72675], [12.85190, 16.32709, 18.09381], [12.20382, 16.79782, 16.81050], [12.71035, 15.92963, 15.79451], [13.99428, 15.65917, 16.21007], [14.83138, 15.12617, 15.56597], [14.15803, 15.98264, 17.53195], [12.76703, 18.05153, 16.55905], [12.40102, 15.42001, 18.47668], [12.89171, 17.10641, 18.85634], [11.16402, 16.75584, 16.59365], [10.71640, 11.98511, 9.44585], [9.96126, 11.08258, 10.13690], [8.69000, 11.03316, 9.61406], [8.63780, 12.04244, 8.62770], [9.86534, 12.63233, 8.57357], [11.65947, 12.30576, 9.66729], [10.40437, 10.41551, 10.86568], [7.87828, 10.43337, 10.02396], [7.79443, 12.24198, 7.96011], [10.20104, 13.45951, 7.98684], [14.27230, 20.45797, 10.30452], [15.00091, 19.30043, 10.00334], [14.14193, 18.24237, 10.12022], [12.86177, 18.81185, 10.51666], [12.95496, 20.17921, 10.53181], [14.72262, 21.34255, 10.47944], [16.04446, 19.37324, 9.67255], [14.21160, 17.18439, 9.86621], [11.99569, 18.16189, 10.66848], [12.26225, 21.00630, 10.59754], [18.01758, 10.09049, 14.13134], [16.82464, 9.47027, 13.85929], [16.60249, 8.60092, 14.90572], [17.65139, 8.74837, 15.81531], [18.58895, 9.58581, 15.25225], [18.45864, 10.80063, 13.58691], [16.22233, 9.58850, 12.96900], [15.73399, 7.95921, 15.05147], [17.74852, 8.10955, 16.69334], [19.56017, 9.91856, 15.63335]], "atomic_forces_ev_per_a": [[0.126, -0.378, -0.110], [-0.773, -0.189, 0.169], [0.622, 0.535, 0.186], [0.133, 0.767, 0.379], [0.204, -0.062, -0.082], [0.261, -0.285, -0.505], [0.049, 0.062, -0.187], [-0.410, -0.292, -0.475], [-0.230, 0.148, 0.173], [0.082, -0.382, 0.360], [0.633, 0.149, 0.480], [0.504, 0.382, -0.041], [-0.758, -0.159, 0.228], [-0.588, 0.704, 0.461], [-0.333, -0.321, -0.261], [-0.475, 0.311, -0.113], [-0.047, -0.331, -0.399], [-0.130, -0.283, 0.027], [0.448, -0.440, -0.026], [0.326, -0.181, 0.065], [0.154, 0.410, 0.167], [-1.280, 0.163, 0.280], [1.090, 0.234, 0.043], [0.213, -0.291, 0.117], [-0.166, -0.405, -0.685], [-0.192, -0.030, 0.148], [0.310, 0.071, 0.197], [0.244, -0.101, -0.208], [-0.148, -0.374, 0.131], [-0.260, 0.395, -0.126], [0.144, 1.629, 0.581], [0.108, -0.541, -0.474], [-0.318, 0.030, 0.442], [0.221, -0.283, -0.588], [-0.483, -0.392, -0.035], [0.490, -0.200, 0.300], [0.408, -0.542, -0.268], [0.054, 0.279, 0.130], [-0.283, -0.118, 0.025], [-0.456, 0.183, -0.189], [1.200, -0.499, -0.959], [-1.248, 0.784, 1.389], [0.113, -0.048, -0.011], [0.779, -1.611, -1.200], [0.090, 0.105, 0.611], [-0.382, -0.116, -0.390], [-0.171, -0.067, 0.232], [-0.522, 0.889, -0.049], [0.475, 0.261, -0.005], [-0.223, 0.231, 0.453], [-0.053, 1.580, 0.014], [1.312, 0.456, -0.297], [-1.097, -0.909, -0.959], [-0.679, -0.094, 3.299], [0.971, 0.288, -2.053], [-0.226, -0.569, -0.485], [-0.090, -0.414, 0.304], [0.986, -0.659, 0.345], [-0.357, -0.087, -0.604], [-0.735, 0.404, 0.426], [0.809, 1.902, 0.161], [-0.891, 2.236, 1.432], [0.106, -1.275, -0.128], [-2.029, -0.325, -1.584], [0.973, 0.277, 0.923], [-0.174, -0.629, 0.408], [1.120, -1.163, -0.569], [-0.238, -0.189, -0.310], [0.771, -0.415, 0.224], [-0.060, -0.339, -0.958], [-0.146, 0.154, -1.139], [-2.311, -0.421, -0.263], [0.299, -0.811, 0.073], [0.021, -0.557, 1.546], [-0.670, -0.118, -0.984], [1.195, 0.934, 0.151], [0.280, 0.709, 0.173], [0.274, 0.184, -0.043], [-0.017, 0.484, 0.274], [0.993, -0.534, 0.056], [0.291, -0.259, -1.143], [0.843, 0.253, -1.143], [1.339, 0.420, 1.141], [-0.215, -0.431, 1.018], [0.127, 0.049, -0.511], [-0.638, -0.011, -0.055], [-0.989, -0.375, 0.068], [-0.153, -0.140, 0.158], [0.380, -0.128, -0.265], [-1.087, 0.535, 0.553], [-0.899, 0.780, 0.100], [0.366, -1.181, 0.170], [0.106, 0.136, 0.855], [-0.901, 0.042, -0.626], [0.721, -0.141, -0.065], [-0.094, -0.180, -0.091], [0.032, 0.264, 0.019], [0.305, 0.079, -0.401], [0.399, 0.142, 0.415], [0.193, 0.118, -0.312], [1.336, -0.323, -0.712], [-0.052, 0.614, 0.146], [-1.369, 0.598, 0.480], [-0.218, -1.120, -0.593], [0.611, -0.487, 0.364], [-0.219, -0.022, -0.292], [-0.612, -0.082, 0.374], [0.462, 0.597, 0.208], [0.130, 0.636, -0.145], [-0.114, -0.352, 0.396], [0.147, -0.405, -0.794], [-0.052, -0.387, 0.526], [-1.158, 0.173, -0.273], [0.933, -1.381, 0.645], [-0.266, 0.471, 1.078], [0.130, 0.562, -0.385], [0.317, 0.418, -0.037], [0.281, 0.247, -0.184], [0.235, 0.423, -0.159], [-0.591, -0.054, -0.352]], "lowdin_charge": [-0.27, 0.80, -0.53, -0.26, 0.05, 0.05, 0.04, 0.05, 0.05, 0.05, -0.23, 0.85, -0.57, -0.22, 0.05, 0.03, 0.04, 0.05, 0.01, 0.05, -0.24, 0.78, -0.56, -0.26, 0.05, 0.06, 0.06, 0.06, 0.06, 0.05, -0.27, 0.83, -0.56, -0.27, 0.07, 0.05, 0.06, 0.06, 0.06, 0.05, -0.28, 0.80, -0.56, -0.28, 0.07, 0.07, 0.03, 0.05, 0.05, 0.06, -0.05, -0.29, 0.11, -0.53, 0.22, 0.04, 0.03, 0.16, 0.12, 0.16, -0.02, -0.21, 0.10, -0.58, 0.17, 0.01, 0.01, 0.14, 0.11, 0.15, 0.01, -0.28, 0.11, -0.61, 0.15, 0.07, 0.06, 0.12, 0.14, 0.14, -0.02, -0.25, 0.09, -0.55, 0.16, 0.06, 0.03, 0.14, 0.15, 0.15, 0.04, -0.17, -0.12, -0.12, -0.14, 0.08, 0.09, 0.10, 0.10, 0.10, -0.01, -0.12, -0.09, -0.10, -0.14, 0.14, 0.12, 0.08, 0.08, 0.11, 0.02, -0.11, -0.13, -0.15, -0.13, 0.08, 0.08, 0.11, 0.10, 0.12], "e_tot_ha": -5163.3715, "e_homo_ev": -8.21, "e_lumo_ev": 0.33}

=====

HOMO-LUMO gap (eV)
9.79, 8.53